No. 1
Formula: C22H27N3O6S
Source: OMol25
Level of theory: ωB97M-V/def2-TZVPD

```
59
Properties=species:S:1:pos:R:3:mulliken_charge:R:1
O 4.398 0.689 1.413 -0.362
C 0.829 0.717 -0.802 -0.358
H 1.661 -3.099 -1.870 0.459
C 4.538 -0.712 1.289 -0.151
H -8.575 -1.593 0.411 0.333
H 6.007 1.973 -1.270 0.404
C 3.466 -3.704 -0.060 -0.538
H 2.604 3.901 0.364 0.467
O 2.888 0.056 -1.918 -0.479
C 2.092 3.007 0.046 -0.539
C -6.378 -1.230 -1.077 -0.293
C -7.841 -1.054 1.001 -1.201
H -7.047 -1.755 -1.727 0.415
H -7.613 -1.624 1.900 0.294
H -1.852 2.863 1.691 0.286
H 4.930 0.554 -1.222 0.162
N -2.128 0.408 -1.734 -0.806
O -3.972 1.197 2.550 -0.656
H 4.419 -1.036 0.250 0.177
H 2.473 -1.052 1.814 0.116
C -2.157 0.765 -0.520 0.677
H 3.590 -0.985 3.192 0.332
O 3.428 -2.592 -0.922 -0.396
C 2.148 -2.235 -1.391 -0.159
S -4.802 -0.775 -1.618 -0.140
H -8.260 -0.097 1.308 0.291
H 3.018 -1.457 -3.191 0.457
H 0.318 -0.183 -1.102 0.804
C 2.826 -3.517 1.329 -0.539
H 1.342 -0.916 -2.902 0.439
H -4.793 0.732 2.256 0.533
H 2.747 -4.509 1.784 0.360
C 2.803 2.093 -0.717 0.392
H 5.532 -1.026 1.642 0.267
H 1.813 -3.103 1.228 0.303
C 2.155 0.919 -1.152 0.854
C 2.310 -1.120 -2.429 -1.092
C 5.374 1.430 0.721 -0.638
H 1.514 -1.893 -0.563 0.184
H 0.243 3.546 0.963 0.371
C 0.118 1.658 -0.056 -0.401
C -1.765 1.777 1.564 -0.567
C -3.333 0.575 0.322 0.003
C -6.598 -0.835 0.208 -0.008
H 4.528 -3.923 0.069 0.316
H 2.974 -4.562 -0.544 0.475
O 4.077 2.443 -1.085 -0.567
H 6.371 1.000 0.890 0.449
C 5.126 1.539 -0.792 -0.371
H -1.288 0.651 -2.247 0.357
H -1.144 1.391 2.380 0.319
C 3.465 -1.357 2.171 -0.292
N -5.549 -0.184 0.774 -0.697
C -4.544 -0.076 -0.050 0.556
C 0.766 2.808 0.377 -0.979
H 5.336 2.433 1.156 0.357
C -3.123 1.148 1.531 0.189
N -1.220 1.419 0.269 0.258
O 3.572 -2.761 2.251 -0.427
```

Computed properties:
Orbital gap = 8.39 eV
DFT total energy = -1868.37700 Eh
HOMO energy = -7.796 eV
SMILES = [H]/N=C1/C(c2nc(C)cs2)=C(O)CN1c1ccc2c(c1)OCCOCCOCCOCCO2
ΔE to the lowest compared entry with this formula, charge and spin = 67.8 kcal/mol
Net charge = 0



No. 2
Formula: C5H7IN5
Source: OMol25
Level of theory: ωB97M-V/def2-TZVPD

```
18
Properties=species:S:1:pos:R:3:mulliken_charge:R:1
C -0.241 -1.351 0.336 -0.296
H 1.040 1.368 -4.010 0.237
N -1.468 -0.035 1.706 -0.511
H 0.640 1.319 2.158 0.327
H 0.198 2.614 -3.434 0.236
N 1.790 0.271 0.977 -0.066
N -2.642 -1.742 0.875 -0.471
H -1.458 -2.980 -0.323 0.421
H 0.463 -1.764 -0.199 0.587
I 4.602 1.211 0.096 0.566
H -3.405 -0.198 2.043 0.356
N 0.858 1.924 -3.178 -0.659
N 0.737 0.453 1.676 -0.079
C -0.276 -0.348 1.180 0.431
C -2.578 -0.607 1.476 -0.051
C 2.943 0.595 0.938 0.076
H 0.267 1.385 -2.564 0.198
C -1.468 -2.114 0.246 -0.303
```

Computed properties:
Orbital gap = 7.29 eV
DFT total energy = -765.79005 Eh
HOMO energy = -13.129 eV
ΔE to the lowest compared entry with this formula, charge and spin = 91.9 kcal/mol
Net charge = +1



No. 3
Formula: H31O15
Source: OMol25
Level of theory: ωB97M-V/def2-TZVPD

```
46
Properties=species:S:1:pos:R:3:mulliken_charge:R:1
H 0.880 -1.286 -2.482 0.279
H 1.889 -1.501 -1.333 0.202
H 4.170 -1.258 2.120 0.301
H -1.850 -1.008 -4.198 0.397
O -0.302 1.012 0.698 -0.423
H 1.821 -3.364 0.378 0.332
H -0.851 1.134 -3.224 0.215
O 0.780 2.346 3.315 -0.530
H 3.022 0.492 4.021 0.259
O 0.589 1.974 -1.996 -0.628
H 3.736 -1.921 0.694 0.326
H 0.730 2.726 -1.418 0.281
H -1.159 -0.749 -2.097 0.344
O -1.438 -1.889 -4.349 -0.635
H 0.637 -0.246 1.021 0.307
H 0.769 -1.320 -0.016 0.359
H -3.984 -0.193 -0.982 0.289
O 2.524 1.929 0.866 -0.506
H 2.055 -4.018 -1.135 0.286
O -1.480 0.448 -3.291 -0.659
H -3.103 -0.970 2.757 0.293
H 2.755 1.026 0.832 0.265
H -3.214 1.404 1.177 0.271
O -3.196 2.141 1.828 -0.622
H -4.339 -0.989 1.806 0.315
O 1.147 -1.139 0.878 -0.219
H 0.310 1.088 -0.054 0.308
H 2.119 -1.192 0.940 0.571
H -1.839 -2.035 -1.476 0.262
H 3.262 2.484 0.624 0.210
O -1.033 -1.491 -1.525 -0.563
O 2.893 0.401 3.076 -0.530
H -0.840 1.677 1.072 0.224
H 1.127 3.239 3.390 0.272
O 1.323 -0.843 -1.754 -0.496
H 1.459 2.056 -2.494 0.302
H 0.138 2.162 3.979 0.265
H -4.777 1.192 -1.191 0.330
O 3.832 -1.124 1.242 -0.636
O -4.666 0.270 -1.501 -0.627
H -2.343 0.833 -3.040 0.344
H -0.723 -2.062 -3.762 0.293
H -3.721 1.696 2.509 0.329
O -3.394 -0.800 1.818 -0.585
H 2.154 0.893 2.827 0.292
O 2.134 -3.226 -0.550 -0.668
```

Computed properties:
Orbital gap = 10.08 eV
DFT total energy = -1146.89642 Eh
HOMO energy = -12.892 eV
ΔE to the lowest compared entry with this formula, charge and spin = 66.8 kcal/mol
Net charge = +1



No. 4
Formula: C4H4O2
Source: OMol25
Level of theory: ωB97M-V/def2-TZVPD

```
10
Properties=species:S:1:pos:R:3:mulliken_charge:R:1
O -0.906 -1.554 0.876 -0.526
C 0.830 0.394 -1.277 -0.077
H 0.554 1.453 1.355 0.391
O 1.314 -0.747 -1.208 -0.529
C -0.988 -0.249 0.468 -0.193
H 1.453 1.182 -1.682 0.388
H -2.017 0.052 0.618 0.354
C 0.081 0.763 0.684 -0.462
H 0.031 -1.779 0.751 0.332
C -0.353 0.484 -0.585 0.321
```

Computed properties:
Orbital gap = 9.67 eV
DFT total energy = -305.12094 Eh
HOMO energy = -9.721 eV
SMILES = O=CC1=C[C@@H]1O
ΔE to the lowest compared entry with this formula, charge and spin = 99.5 kcal/mol
Net charge = 0



No. 5
Formula: C25H87BFO21
Source: OMol25
Level of theory: ωB97M-V/def2-TZVPD

```
135
Properties=species:S:1:pos:R:3:mulliken_charge:R:1
O -0.918 -2.471 5.952 -0.352
H -3.867 2.194 -0.109 0.286
C -1.650 -1.024 -3.759 -0.493
H 4.160 -1.016 -2.962 0.289
H -4.514 0.960 -2.893 0.194
H -6.916 -5.584 -0.790 0.265
H -0.591 -2.859 -8.330 0.232
C -1.007 2.183 7.942 -0.500
H -1.082 -0.741 -7.473 0.290
H -2.673 0.130 -6.375 0.284
H -5.487 -2.841 -2.113 0.186
H -4.013 -2.124 -1.431 0.148
H -2.322 0.654 2.636 0.095
H 2.816 2.939 5.235 0.264
C -0.316 -2.100 7.180 -0.509
C 2.846 -1.246 -7.411 -0.293
H -7.084 -0.095 -1.749 0.314
C -1.847 1.864 -6.650 -0.657
H -0.077 -1.043 7.117 0.096
H 3.687 -5.897 -2.579 0.288
H 5.313 -2.068 -3.810 0.272
H -2.612 5.170 8.178 0.218
H 2.700 -1.499 -6.357 0.232
C -2.693 5.409 9.235 -0.538
H -5.989 -5.462 -2.296 0.167
C 6.177 1.889 4.510 -0.544
H 4.124 -0.045 3.336 0.216
C 2.675 4.096 3.662 -0.644
H 3.895 -1.021 -7.590 0.104
H 6.575 -0.770 -7.075 0.216
H -8.705 1.526 -3.410 0.275
O -0.352 -0.630 1.802 -0.896
C -7.797 0.956 -3.224 -0.456
H -3.717 5.727 9.447 0.275
C -5.001 -2.521 -1.192 -0.367
O -1.495 -0.982 -8.311 -0.477
C 2.343 0.114 2.206 0.466
C -2.374 -1.453 3.148 -0.659
O -2.355 4.232 9.960 -0.465
O -3.070 -0.449 1.043 -0.213
H 4.553 -2.325 -1.098 0.312
H 3.493 4.778 3.917 0.322
H -5.121 3.014 1.660 0.258
H -7.703 0.171 -3.982 0.216
H -2.925 -2.340 2.819 0.149
C 3.849 -0.153 2.286 -1.090
C -2.927 -0.236 2.445 -0.361
O 5.456 0.776 -7.774 -0.495
H 7.528 0.647 -7.551 0.273
H -2.424 4.429 10.897 0.267
H 4.089 -1.165 1.970 0.261
H -0.977 -2.067 -2.255 0.166
H 4.383 -6.330 -0.993 0.302
O -1.770 -1.559 -2.442 -0.385
O -7.890 0.410 -1.918 -0.505
H -3.684 4.011 1.329 0.278
H -3.252 3.165 -4.143 0.243
C -4.630 3.648 0.918 -0.669
H -5.271 4.501 0.705 0.235
H -2.008 6.229 9.465 0.264
H 1.725 -2.540 2.422 0.252
H 1.844 -0.398 3.023 -0.149
C 8.021 5.164 2.658 -0.567
H 4.400 0.594 1.718 0.289
H 2.680 3.932 2.588 0.228
H 5.418 1.175 4.827 0.259
H 8.912 5.251 3.288 0.257
O -4.228 1.417 -3.691 -0.378
H 5.472 1.736 -7.771 0.280
O 3.140 -4.653 -0.995 -0.383
H -0.712 1.144 9.560 0.245
H -0.959 2.377 -6.287 0.262
H 8.052 4.206 2.129 0.244
C 1.714 -0.260 0.863 0.193
C 0.591 -1.269 0.979 0.520
H -0.999 -2.253 8.024 0.240
C 0.907 -2.599 1.698 -0.190
H -2.549 -0.449 -3.953 0.051
O -5.043 -6.483 -0.814 -0.504
H -6.761 -7.001 -1.871 0.298
H 6.809 4.589 4.074 0.348
H 6.599 0.662 -6.031 0.265
H -2.190 -0.426 0.655 0.177
H 0.607 -2.664 7.359 0.304
H -2.734 2.438 -6.371 0.219
F 2.694 -0.677 -0.073 -0.371
H -0.072 -1.309 3.915 -0.452
H -1.136 -3.406 5.984 0.221
H -0.937 1.986 6.874 0.319
H 5.018 3.423 4.709 0.347
H -1.797 1.777 -7.739 0.265
H -0.325 2.996 8.205 0.237
B -0.764 -1.594 2.931 1.499
H 0.152 -1.515 0.002 -0.596
H 6.198 1.928 3.419 0.194
H -3.933 -0.004 2.816 0.456
C -3.595 2.620 -3.265 -0.568
O -4.430 2.953 -0.304 -0.382
O -0.651 0.981 8.616 -0.479
H -1.147 -2.224 -9.893 0.269
H 3.765 -2.730 -3.240 0.269
H 2.256 -0.364 -7.646 0.205
O 6.833 5.301 3.416 -0.482
C 4.084 -5.499 -1.639 -0.648
H 0.320 -1.569 -9.138 0.201
H -2.736 2.385 -2.631 0.218
H 8.039 5.966 1.921 0.214
O -5.806 -1.515 -0.579 -0.537
H 2.354 -5.163 -0.785 0.252
O -1.883 0.575 -6.051 -0.398
H -0.785 -0.362 -3.824 0.333
O 2.829 2.821 4.281 -0.431
O 5.218 -2.367 -1.796 -0.542
H -5.347 -1.247 0.228 0.237
H -6.934 1.626 -3.283 0.155
H 4.954 -4.884 -1.852 0.204
H 7.150 1.577 4.882 0.357
H -2.027 2.477 8.188 0.179
H -4.897 -3.380 -0.525 0.283
H 1.001 -3.387 0.948 -0.021
H 2.195 1.178 2.375 -0.184
O 2.386 -2.309 -8.251 -0.500
H -4.302 3.232 -2.709 0.289
H -2.590 -1.342 4.216 0.168
H 1.726 4.560 3.943 0.291
C 4.572 -2.028 -3.012 -0.614
H 1.277 0.639 0.427 0.264
C -0.676 -1.962 -8.947 -0.519
C -6.250 -6.120 -1.472 -0.505
C 6.604 0.317 -7.068 -0.528
H -5.263 -7.058 -0.078 0.291
O -0.278 -2.900 2.403 -0.844
H 2.904 -3.090 -8.046 0.260
H -1.563 -1.819 -4.506 0.327
O 5.886 3.180 5.050 -0.606
```

Computed properties:
Orbital gap = 6.13 eV
DFT total energy = -2709.22536 Eh
HOMO energy = -4.281 eV
Net charge = -1



No. 6
Formula: C21H28ClN2O3
Source: OMol25
Level of theory: ωB97M-V/def2-TZVPD

```
55
Properties=species:S:1:pos:R:3:mulliken_charge:R:1
C -1.649 -2.540 0.673 0.101
H -3.642 2.421 -1.475 0.471
H 4.906 -0.657 0.694 0.347
C -2.998 2.256 0.558 0.463
H -0.140 0.811 -0.726 0.276
Cl -2.646 3.940 0.709 -0.185
H 1.185 -2.922 2.497 0.482
H 3.183 -2.701 0.861 0.532
H 2.608 -0.765 2.128 0.264
H -0.889 -0.688 -2.918 0.185
H 2.126 0.522 0.415 0.109
H -0.241 1.791 -2.220 0.477
C 1.780 1.465 -1.503 -0.923
C 1.125 -2.196 0.480 0.076
C -3.107 0.071 1.524 -0.158
H -2.971 -0.584 2.371 0.492
H -4.863 -2.130 0.753 0.398
C 0.278 1.676 -1.267 -0.358
O 0.053 2.857 -0.551 -0.463
H 4.379 0.586 1.833 0.453
C -3.784 0.410 -0.747 -0.407
H 1.951 0.532 -2.040 0.449
C -0.806 -2.835 1.740 -0.411
H 4.091 0.539 -1.195 0.405
H 2.179 2.299 -2.088 0.431
N 2.819 -0.624 1.146 -0.214
C 2.189 2.652 0.555 -0.730
C 0.301 -1.935 -0.610 -0.287
H 0.437 3.761 1.196 0.434
C 3.886 1.032 -0.244 -0.723
H -4.028 -2.216 -0.815 0.350
C 0.562 -2.675 1.651 -0.728
H 2.922 -1.751 -0.613 0.394
C -3.487 1.758 -0.640 -0.887
C -2.800 1.414 1.642 -0.853
C -1.073 -2.128 -0.549 0.858
C -3.924 -1.914 0.231 -0.972
O -1.906 -1.944 -1.612 -0.406
C 0.672 2.816 0.706 -0.386
C 4.099 0.040 0.932 -0.720
H -0.644 -2.444 -3.181 0.404
H 2.664 2.595 1.534 0.408
H 4.540 1.899 -0.159 0.360
H -2.206 -1.691 -3.567 0.291
H -4.170 0.021 -1.677 0.446
H 2.595 3.506 0.004 0.369
N 2.464 1.416 -0.200 0.509
O -2.970 -2.721 0.907 -0.488
C -1.362 -1.676 -2.881 -0.877
H 0.749 -1.617 -1.539 0.570
C -3.603 -0.445 0.332 0.537
H 0.264 1.986 1.306 0.254
H -2.433 1.813 2.575 0.507
H -1.262 -3.197 2.648 0.527
C 2.597 -1.887 0.420 -1.450
```

Computed properties:
Orbital gap = 8.73 eV
DFT total energy = -1612.18340 Eh
HOMO energy = -10.973 eV
SMILES = COc1cc(CNCC[NH+]2CCOCC2)ccc1OCc1ccc(Cl)cc1
ΔE to the lowest compared entry with this formula, charge and spin = 32.0 kcal/mol
Net charge = +1



No. 7
Formula: C16H36BCsO8S4
Source: OMol25
Level of theory: ωB97M-V/def2-TZVPD

```
66
Properties=species:S:1:pos:R:3:mulliken_charge:R:1
H -3.265 1.287 18.781 -0.862
H -4.479 -4.373 18.495 0.468
H -6.583 -0.120 16.505 0.489
H -2.819 -0.401 19.014 -0.623
Cs 0.054 -0.454 16.890 1.057
H -8.501 -2.036 17.049 0.312
B -2.658 0.477 18.408 1.718
C -6.037 4.048 17.030 -1.017
H -2.896 0.306 21.433 0.086
C -2.323 0.955 24.514 -0.714
H -1.569 -3.933 16.142 0.313
C -1.056 1.488 23.843 -0.680
H -6.319 -4.201 16.735 0.136
H -0.997 2.266 21.682 0.373
S -6.025 -2.062 15.311 1.049
C -5.578 3.109 19.272 -0.517
C -3.247 -5.037 16.997 -0.816
H -0.780 0.576 21.833 0.306
O 0.043 -3.547 18.182 -0.653
H -0.991 2.501 24.241 0.288
H -5.240 2.166 19.701 0.103
S -3.696 1.438 23.390 1.115
S -0.984 -4.544 18.287 1.070
S -4.629 5.013 17.411 1.082
C -6.899 -3.423 16.240 -0.478
H -1.650 0.688 18.731 -0.460
H -2.373 1.279 25.554 0.441
H -8.003 -3.323 18.031 0.375
C -2.820 1.316 21.835 0.508
H -5.677 -2.198 18.465 0.096
H -2.316 -0.128 24.634 0.350
H -0.098 1.056 24.133 0.380
O -4.657 -2.485 15.077 -0.599
C -7.611 -2.609 17.307 -0.795
C -6.138 2.829 17.821 -0.191
H -6.337 3.459 19.972 0.504
H -6.836 4.744 17.286 0.374
H -4.464 4.780 19.968 0.501
O -6.812 -1.340 14.294 -0.686
O -3.592 4.646 16.472 -0.629
H -3.188 2.012 21.081 -0.529
C -1.337 1.409 22.262 -0.794
O -5.073 6.440 17.517 -0.673
C -1.834 -4.844 16.679 -0.783
O -3.846 2.874 23.607 -0.670
H -1.536 -5.511 15.871 0.492
H -5.969 3.941 15.948 0.466
H -3.860 -3.084 17.598 -0.400
H -2.572 0.259 17.354 -0.489
H -7.049 2.237 17.742 0.539
H -5.460 2.190 17.256 -0.052
H -3.325 -6.034 17.430 0.332
H -3.484 3.610 19.311 0.235
H -7.522 -3.959 15.523 0.541
O -4.890 0.548 23.361 -0.684
C -4.441 4.095 19.121 -0.722
O -0.718 -5.885 18.812 -0.679
C -3.542 -4.013 18.072 0.186
H -2.199 -2.952 19.541 0.198
H -3.994 -4.877 16.221 0.384
C -5.932 -0.956 16.762 -0.347
H -6.962 -0.950 18.650 0.387
H -2.447 -4.587 20.045 0.359
H -4.892 -0.731 16.999 -0.083
C -2.415 -3.950 19.161 -0.546
C -6.557 -1.738 18.015 -0.445
```

Computed properties:
Orbital gap = 8.84 eV
DFT total energy = -2870.65733 Eh
HOMO energy = -9.480 eV
ΔE to the lowest compared entry with this formula, charge and spin = 0.0 kcal/mol
Net charge = 0



No. 8
Formula: C4H3FS
Source: OMol25
Level of theory: ωB97M-V/def2-TZVPD

```
9
Properties=species:S:1:pos:R:3:mulliken_charge:R:1
H 1.678 -2.636 1.458 0.304
S -1.960 -0.674 -0.735 -0.229
C 0.579 -0.939 0.388 -0.386
C -0.486 -0.288 -0.274 0.190
C -0.254 1.217 -0.436 -0.539
H -1.101 1.464 0.260 0.309
C 1.302 -1.596 1.008 0.207
H -0.702 1.584 -1.300 0.408
F 0.944 1.869 -0.369 -0.264
```

Computed properties:
Orbital gap = 8.29 eV
DFT total energy = -652.11619 Eh
HOMO energy = -9.349 eV
SMILES = C#CC(=S)CF
ΔE to the lowest compared entry with this formula, charge and spin = 78.2 kcal/mol
Net charge = 0